# 1
{"formula": "C4H8NOS", "method": "the ωB97M-V functional and the def2-TZVPD basis", "symbols": ["O", "C", "N", "C", "C", "C", "S", "H", "H", "H", "H", "H", "H", "H", "H"], "xyz": [[-1.575610, -1.501503, 1.951669], [-1.268264, -0.329749, 1.916723], [-0.968402, 0.426979, 0.797986], [-1.060598, -0.260353, -0.483739], [-0.449719, 0.544644, -1.588158], [1.075684, 0.320333, -1.769342], [2.010376, 0.481823, -0.240494], [-1.040148, 0.211222, 2.852450], [0.065706, 0.566079, 0.944732], [-0.657778, -1.280308, -0.422006], [-2.104610, -0.507645, -0.664892], [-0.896079, 0.316979, -2.569786], [-0.583347, 1.625751, -1.553529], [1.199703, -0.731656, -2.070486], [1.316830, 0.839513, -2.700621]], "forces_ev_per_a": [[-0.8, 0.0, 0.0], [0.9, -0.2, -0.3], [0.5, -0.7, 0.9], [-0.9, -0.7, 0.2], [1.1, 0.2, -1.5], [-1.2, -1.4, -0.2], [0.5, 0.6, 0.1], [-0.2, 0.1, 0.0], [-0.1, 1.0, -0.5], [0.6, 0.3, 0.0], [-0.4, 0.5, -0.1], [-0.2, -0.4, 0.2], [-0.3, 0.1, 0.8], [-0.2, 0.0, 0.0], [0.7, 0.7, 0.3]], "mulliken_charge": [-0.559, 0.053, -0.271, -0.472, -0.711, -0.692, -0.639, 0.358, 0.121, 0.268, 0.432, 0.332, 0.257, 0.198, 0.327], "largest_force_ev_per_a": 1.87, "total_energy_ev": -18651.3854, "smiles": "O=CNCCC[S-]", "total_charge": -1, "e_above_lowest_ev": 0.8246}

***

# 2
{"formula": "C20H23N3O3", "method": "the ωB97M-V functional and the def2-TZVPD basis", "symbols": ["C", "C", "C", "C", "N", "C", "C", "C", "C", "O", "N", "C", "C", "C", "C", "C", "C", "C", "C", "C", "C", "N", "C", "O", "C", "O", "H", "H", "H", "H", "H", "H", "H", "H", "H", "H", "H", "H", "H", "H", "H", "H", "H", "H", "H", "H", "H", "H", "H"], "xyz": [[-2.678013, 1.716286, 3.114208], [-3.506438, 1.344118, 1.917336], [-4.887391, 1.225039, 1.991635], [-5.598492, 0.903133, 0.848793], [-5.038994, 0.709907, -0.341647], [-3.714276, 0.827185, -0.433622], [-3.112610, 0.663286, -1.801006], [-2.919171, 1.126471, 0.673292], [-1.432776, 1.270778, 0.510275], [-0.903713, 2.321708, 0.189373], [-0.715415, 0.144938, 0.752765], [0.732931, 0.152424, 0.678226], [1.242803, 0.173899, -0.769897], [0.859731, -1.092456, -1.537626], [1.529187, -2.281930, -0.912423], [0.872268, -3.480333, -0.667314], [1.532146, -4.529513, -0.043281], [2.852450, -4.373488, 0.354038], [3.506091, -3.171267, 0.126041], [2.853635, -2.124007, -0.511415], [3.572450, -0.837328, -0.808310], [2.691579, 0.333869, -0.794602], [3.315097, 1.544475, -0.884706], [4.526547, 1.626129, -0.963446], [2.439849, 2.800917, -0.925206], [3.169602, 3.930015, -0.518735], [-2.118317, 2.632173, 2.918077], [-3.303762, 1.872091, 3.990634], [-1.949446, 0.937662, 3.347596], [-5.404775, 1.383923, 2.928868], [-6.677613, 0.801830, 0.888770], [-2.875349, 1.641470, -2.224006], [-2.184701, 0.090264, -1.769371], [-3.824544, 0.164364, -2.453235], [-1.204075, -0.689618, 1.028095], [1.108768, 1.038045, 1.193075], [1.112544, -0.729155, 1.194634], [0.786435, 1.027239, -1.269841], [-0.224295, -1.214066, -1.537087], [1.171904, -0.973519, -2.579354], [-0.162781, -3.591948, -0.970957], [1.015074, -5.462510, 0.139306], [3.370512, -5.183854, 0.849901], [4.533229, -3.042460, 0.447163], [4.378801, -0.675707, -0.093200], [4.055768, -0.903519, -1.789963], [2.039009, 2.904433, -1.940745], [1.582022, 2.714121, -0.258100], [3.586518, 4.334470, -1.282984]], "forces_ev_per_a": [[0.0, 0.0, 0.0], [0.0, 0.0, 0.0], [0.0, 0.0, 0.0], [0.0, 0.0, 0.0], [0.0, 0.0, 0.0], [0.0, 0.0, 0.0], [0.0, 0.0, 0.0], [0.0, 0.0, 0.0], [0.0, 0.0, 0.0], [0.0, 0.0, 0.0], [0.0, 0.0, 0.0], [0.0, 0.0, 0.0], [0.0, 0.0, 0.0], [0.0, 0.0, 0.0], [0.0, 0.0, 0.0], [0.0, 0.0, 0.0], [0.0, 0.0, 0.0], [0.0, 0.0, 0.0], [0.0, 0.0, 0.0], [0.0, 0.0, 0.0], [0.0, 0.0, 0.0], [0.0, 0.0, 0.0], [0.1, 0.0, -0.1], [0.0, 0.0, 0.0], [0.0, -0.1, 0.2], [-0.2, 0.2, -0.1], [0.0, 0.0, 0.0], [0.0, 0.0, 0.0], [0.0, 0.0, 0.0], [0.0, 0.0, 0.0], [0.0, 0.0, 0.0], [0.0, 0.0, 0.0], [0.0, 0.0, 0.0], [0.0, 0.0, 0.0], [0.0, 0.0, 0.0], [0.0, 0.0, 0.0], [0.0, 0.0, 0.0], [0.0, 0.0, 0.0], [0.0, 0.0, 0.0], [0.0, 0.0, 0.0], [0.0, 0.0, 0.0], [0.0, 0.0, 0.0], [0.0, 0.0, 0.0], [0.0, 0.0, 0.0], [0.0, 0.0, 0.0], [0.0, 0.0, 0.0], [0.0, 0.0, 0.0], [0.0, 0.0, 0.0], [0.2, -0.1, 0.0]], "mulliken_charge": [-1.300, 1.018, -0.837, -0.388, -0.651, 0.411, -0.718, 0.464, -0.050, -0.667, 0.104, -1.289, -0.527, -0.911, 0.735, -0.775, -0.583, -0.658, -0.805, 0.810, -1.087, 0.237, 0.694, -0.674, -0.359, -0.545, 0.324, 0.407, 0.286, 0.395, 0.372, 0.261, -0.038, 0.413, 0.370, 0.352, 0.621, 0.911, -0.077, 0.464, 0.407, 0.397, 0.391, 0.426, 0.476, 0.385, 0.253, 0.197, 0.355], "largest_force_ev_per_a": 0.29, "total_energy_ev": -31727.5053, "smiles": "Cc1ccnc(C)c1C(=O)NC[C@@H]1Cc2ccccc2CN1C(=O)CO", "total_charge": 0, "e_above_lowest_ev": 0.6481}